DFT (ωB97M-V/def2-TZVPD) results for a structure of composition C4H11BO2.

Structure (ORCA input):
```
! RIJCOSX wB97M-V def2-TZVPD def2/J DEFGRID3
* xyz 0 1
B -0.4208 -0.0265 0.9063
C 1.7795 1.0336 0.2045
C 1.3939 -1.4184 -0.0905
C -2.5893 0.2464 -1.1925
C 0.7265 -0.0430 -0.1301
O -0.4318 -0.1690 2.1876
O -2.2617 0.1985 0.2223
H 2.2394 0.9437 1.2117
H 1.3260 2.0520 0.3194
H 2.5572 1.2156 -0.6772
H 1.4333 -1.9266 -1.1167
H 2.3520 -1.3754 0.5195
H 0.7369 -1.9802 0.4878
H -3.1093 -0.6687 -1.4678
H -1.6670 0.4115 -1.7015
H -3.2178 1.1660 -1.2215
H 0.3402 0.1782 -1.1406
H -1.1871 0.1622 2.6795
*
```

Calculated total energy: -9096.915 eV
Highest occupied orbital energy: -0.326 hartree
Energy above the lowest of the compared OMol25 structures with the same formula, charge and spin: 350.6 kJ/mol

Okay, here come the natural (NBO) numbers, in e, for every atom: atom 1 (B): 1.28, atom 2 (C): -0.60, atom 3 (C): -0.59, atom 4 (C): -0.24, atom 5 (C): -0.67, atom 6 (O): -0.91, atom 7 (O): -0.82, atom 8 (H): 0.21, atom 9 (H): 0.21, atom 10 (H): 0.22, atom 11 (H): 0.22, atom 12 (H): 0.22, atom 13 (H): 0.20, atom 14 (H): 0.17, atom 15 (H): 0.15, atom 16 (H): 0.17, atom 17 (H): 0.24, atom 18 (H): 0.54